DFT (the ωB97M-V functional and the def2-TZVPD basis) results for a molecular structure, C19H28BrEuO2.

Computed properties:
- 2S+1 = 8
- <S²> = 15.76
- charge = -1
- energy above the lowest of the compared OMol25 structures with the same formula, charge and spin (kcal/mol) = 0.0

Last column: Mulliken charge in e.
Atoms and positions in Å:
Eu1 0.4688 -0.8389 2.5040  1.217
Br1 1.6317 -3.2495 2.9002  -0.695
O1 -0.1492 0.0450 0.3429  -0.303
O2 0.6133 -1.1972 -3.6342  -0.382
C1 -0.8314 0.9225 -0.6158  1.466
C2 1.3439 -2.2758 -4.2589  -0.548
C3 1.4742 -1.9889 -5.7772  -0.515
C4 -2.5002 -1.1410 2.7723  -0.622
C5 2.1242 0.5922 4.5340  -0.658
C6 -1.6092 -0.5384 4.8156  -0.512
C7 0.9453 2.1638 3.3308  -0.354
C8 2.7443 0.7251 3.2551  -0.794
C9 -2.2010 0.3369 -0.9284  -1.515
C10 1.0263 1.4935 4.5794  -0.522
C11 2.0099 1.6948 2.5096  -0.449
C12 -1.9298 -1.6516 3.9802  -0.776
C13 0.9295 -0.2415 -0.6086  -0.692
C14 -0.8522 2.3431 -0.1071  -1.460
C15 0.2747 0.6498 -1.6570  -0.153
C16 0.4398 -0.8818 -6.0688  -0.517
C17 -2.5248 0.2841 2.8657  -0.380
C18 0.0847 -0.3088 -4.6834  -0.420
C19 -1.9887 0.6474 4.1297  -0.644
H1 2.3183 -2.3196 -3.7435  0.272
H2 2.2456 2.0376 1.4988  0.516
H3 0.3664 1.6623 5.4382  0.461
H4 0.5157 0.7047 -4.5428  0.272
H5 -1.9052 1.6751 4.4970  0.428
H6 1.3066 -2.8767 -6.3808  0.307
H7 -1.2902 3.0367 -0.8364  0.411
H8 0.9594 -1.3177 -0.8283  0.309
H9 0.2206 2.9361 3.0439  0.348
H10 0.8921 1.5040 -1.9499  0.418
H11 -2.9294 0.9624 2.1145  0.524
H12 0.7777 -3.2190 -4.1127  0.285
H13 0.8335 -0.1113 -6.7289  0.300
H14 0.1645 2.6823 0.1295  0.294
H15 -0.4932 -1.2725 -6.4992  0.256
H16 3.6217 0.1789 2.8946  0.361
H17 -1.0135 -0.2564 -4.5557  0.241
H18 -2.8206 0.3446 -0.0272  0.249
H19 2.4802 -1.6111 -5.9857  0.258
H20 -2.7101 0.9092 -1.7089  0.409
H21 -1.4361 2.4075 0.8180  0.196
H22 -2.1262 -0.7134 -1.2457  0.320
H23 -0.0608 0.0435 -2.4863  -0.097
H24 1.9113 0.1314 -0.2730  0.323
H25 -2.8676 -1.7251 1.9280  0.430
H26 -1.1720 -0.5933 5.8188  0.360
H27 -1.7723 -2.7094 4.2073  0.415
H28 2.4593 -0.0757 5.3361  0.362

Cartesian forces (eV/Å) of the 6 atoms listed first:
-1.2 1.9 1.7
0.6 -1.2 -0.1
0.4 0.0 -0.6
0.2 -0.2 -2.4
0.2 0.0 -0.2
-0.4 -0.2 0.0

DFT (the ωB97M-V functional and the def2-TZVPD basis) results for a molecular structure, C19H28CeF5O3Te.

Computed properties:
- DFT total energy (eV) = -60109.4041
- 2S+1 = 2
- <S²> = 0.75
- charge = 0

Last column: Mulliken charge in e.
Atoms and positions in Å:
Ce1 0.0756 -0.1450 2.4030  0.963
Te1 1.0277 -2.2970 5.3581  2.107
F1 1.6290 -4.0250 4.8687  -0.405
F2 0.4789 -0.5440 5.9111  -0.426
F3 -0.7987 -2.8546 5.4227  -0.422
F4 1.2486 -2.7131 7.2068  -0.382
F5 2.8129 -1.6646 5.3052  -0.407
O1 0.7992 -1.7687 3.5459  -0.792
O2 0.4982 -0.9357 -4.4534  -0.384
O3 -0.1571 0.1009 -0.1595  -0.188
C1 -2.2527 -1.1779 3.2795  -0.832
C2 0.3118 -0.5964 -6.8739  -0.505
C3 1.6467 1.9439 1.7396  -0.319
C4 -2.1605 0.3636 -1.5322  -1.667
C5 0.8508 1.8351 3.9094  -0.804
C6 -2.0656 1.1195 3.4385  -1.208
C7 0.3084 0.5809 -2.2118  -0.428
C8 -2.5388 -0.6258 1.9952  -0.566
C9 -0.7937 0.9331 -1.2041  1.589
C10 2.0341 1.0441 3.8283  -0.313
C11 -1.9483 -0.1016 4.1688  -0.183
C12 2.5217 1.1004 2.4894  -0.994
C13 1.3486 -1.7048 -6.6069  -0.488
C14 -0.0351 -0.0565 -5.4796  -0.419
C15 0.6075 2.3947 2.6142  -0.417
C16 0.9195 -0.2667 -1.1087  -0.647
C17 -0.8296 2.3922 -0.8098  -1.378
C18 1.2174 -2.0065 -5.1014  -0.570
C19 -2.4214 0.8021 2.0947  -0.276
H1 2.3550 -1.3281 -6.8135  0.261
H2 0.8970 -1.3418 -1.3139  0.312
H3 -0.1973 3.0855 2.3495  0.521
H4 -1.9777 2.1228 3.8500  0.518
H5 1.7973 2.2727 0.7080  0.597
H6 -1.3882 2.5198 0.1257  0.006
H7 2.1926 -2.1194 -4.6097  0.279
H8 -1.7468 -0.1786 5.2347  0.535
H9 0.9447 1.4068 -2.5416  0.350
H10 -2.3006 -2.2322 3.5497  0.431
H11 3.4327 0.6206 2.1168  0.447
H12 -2.0883 -0.7011 -1.7918  0.376
H13 -1.1227 0.0327 -5.3290  0.266
H14 0.7061 0.1934 -7.5167  0.296
H15 1.1731 -2.5959 -7.2101  0.298
H16 -2.8497 -1.1791 1.1060  0.485
H17 0.1855 2.7864 -0.6872  0.338
H18 -0.0630 -0.0144 -3.0383  0.140
H19 -2.6627 1.5226 1.3144  0.869
H20 0.2736 2.0261 4.8145  0.496
H21 -1.3343 2.9727 -1.5928  0.473
H22 0.3889 0.9501 -5.3406  0.272
H23 0.6582 -2.9447 -4.9482  0.290
H24 -0.5843 -1.0194 -7.3321  0.253
H25 2.5223 0.5444 4.6627  0.650
H26 1.8889 0.0855 -0.7369  0.265
H27 -2.6021 0.8866 -2.3906  0.423
H28 -2.8334 0.4999 -0.6768  0.313

Cartesian forces (eV/Å) of the 6 atoms listed first:
-0.5 0.6 -1.8
-0.4 1.1 -1.8
-0.5 0.9 0.7
0.5 -1.4 0.1
1.4 0.1 0.5
-0.3 0.2 -1.8

DFT (the ωB97M-V functional and the def2-TZVPD basis) results for a molecular structure, C19H28ClO2P2V.

Computed properties:
- 2S+1 = 3
- <S²> = 2.22
- charge = +2
- energy above the lowest of the compared OMol25 structures with the same formula, charge and spin (kcal/mol) = 0.0

Last column: Mulliken charge in e.
Atoms and positions in Å:
V1 -0.1775 -0.1809 0.0800  -0.804
Cl1 -4.1568 -0.6896 -2.9158  -0.156
P1 -1.6349 1.4117 1.0171  1.316
P2 0.4353 -2.1335 -1.0690  1.244
O1 -3.7411 -2.2736 -0.9294  -0.487
O2 -0.4083 -1.4847 2.8002  -0.290
C1 4.0342 -0.1272 2.3225  -0.886
C2 3.6046 1.9945 0.4606  0.717
C3 -0.2628 -0.9689 1.7433  0.462
C4 -3.3427 1.2808 0.4205  -1.268
C5 2.6877 0.8829 0.5450  1.037
C6 1.5671 0.9008 -0.3246  0.546
C7 4.8700 1.0165 2.3230  -0.659
C8 1.9278 -1.8187 -2.0738  -1.306
C9 -6.0653 -1.9285 -1.4467  -0.958
C10 2.9579 -0.1848 1.4373  -0.093
C11 -1.1057 3.0640 0.4919  -1.298
C12 -4.5989 -1.7619 -1.6408  0.676
C13 2.3362 2.9030 -1.4412  -0.857
C14 3.4061 2.9730 -0.5550  -0.677
C15 1.0190 -3.4456 0.0603  -1.341
C16 -0.6696 -3.0023 -2.2207  -1.140
C17 1.3913 1.8491 -1.3234  -0.521
C18 4.6771 2.0280 1.3840  -0.808
C19 -1.8214 1.5898 2.8171  -1.381
H1 -1.3774 3.2071 -0.5608  0.414
H2 -6.4727 -1.0556 -0.9028  0.276
H3 2.2309 3.6642 -2.2197  0.432
H4 2.7368 -1.4486 -1.4350  0.347
H5 2.3356 -1.0868 1.4093  0.020
H6 1.1066 -4.3978 -0.4745  0.435
H7 -6.5668 -2.0533 -2.4186  0.368
H8 -6.2099 -2.8455 -0.8591  0.297
H9 0.5378 1.7448 -2.0051  0.592
H10 -3.7633 0.3144 0.7229  0.370
H11 4.1485 3.7691 -0.6382  0.444
H12 1.9952 -3.1706 0.4711  0.340
H13 -3.3492 1.3243 -0.6746  0.370
H14 5.6712 1.0835 3.0629  0.413
H15 1.7071 -1.0447 -2.8165  0.397
H16 -0.1386 -3.8290 -2.7178  0.435
H17 -1.0224 -2.2884 -2.9745  0.373
H18 -2.1976 0.6601 3.2581  0.407
H19 -1.5898 3.8252 1.1171  0.444
H20 -0.8461 1.8131 3.2643  0.421
H21 -1.5503 -3.3760 -1.6834  0.379
H22 2.2510 -2.7347 -2.5844  0.451
H23 5.3594 2.8781 1.3429  0.432
H24 -0.0167 3.1531 0.5806  0.328
H25 0.3177 -3.5610 0.8950  0.403
H26 4.2400 -0.9496 3.0132  0.454
H27 -2.5179 2.4128 3.0291  0.445
H28 -3.9480 2.0976 0.8361  0.445

Cartesian forces (eV/Å) of the 6 atoms listed first:
1.8 3.3 -3.8
0.4 0.5 -0.6
-1.5 1.5 1.0
1.2 -2.4 -1.1
-1.3 1.1 -1.4
0.8 2.6 -5.3